Molecular formula: C60H75ClN11O4PS
Method: DFT, ωB97M-V with the def2-TZVPD basis set

## Properties
Gap between HOMO and LUMO, hartree: 0.33351
Calculated total energy, eV: -120660.4151
Structure (SMILES): CCN[C@@]1(Cl)OS(=O)(=O)[C@@H]([PH2]=N)[C@@H](CCCCN)[C@@H]1C[C@H](C)OCc1ccccc1.c1ccncc1.c1ccncc1.c1ccncc1.c1ccncc1.c1ccncc1.c1ccncc1.c1ccncc1.c1ccncc1
Spin multiplicity: 1

Last column: Löwdin charge in e.
Geometry (Å):
Cl1 0.662 -4.048 1.135  0.75
S1 -1.599 -4.583 -0.939  0.55
P1 -0.779 -4.721 -3.734  0.78
O1 -1.375 -5.843 -0.302  -0.30
O2 -2.820 -4.643 -1.695  -0.31
O3 -1.771 -3.364 0.100  -0.17
O4 1.584 0.764 0.876  -0.12
N1 2.233 -7.050 -2.561  0.06
N2 -7.696 2.061 -2.562  0.05
N3 -1.861 7.161 1.323  0.06
N4 -4.610 0.744 -2.529  -0.02
N5 -0.300 -0.659 -6.289  0.06
N6 -0.895 -1.908 1.597  -0.01
N7 4.254 4.777 -0.246  0.06
N8 0.665 7.584 5.475  0.06
N9 0.225 0.705 6.649  0.06
N10 5.424 -12.698 -1.329  0.05
N11 0.450 -4.514 -4.709  -0.30
C1 5.188 5.563 0.288  -0.15
C2 1.535 -1.406 -0.148  -0.10
C3 1.437 8.601 5.093  -0.15
C4 4.545 -7.302 -1.972  -0.07
C5 -9.501 3.643 -2.579  -0.08
C6 -8.633 2.775 -1.936  -0.15
C7 -2.615 8.035 -0.781  -0.07
C8 -0.704 0.341 -7.074  -0.16
C9 -1.820 -1.547 -2.991  -0.21
C10 5.814 -13.246 -0.178  -0.16
C11 -1.769 7.259 -0.004  -0.15
C12 0.848 0.251 7.737  -0.15
C13 -1.267 -1.133 -8.857  -0.09
C14 1.650 0.114 -0.389  -0.38
C15 -0.284 -1.756 -3.073  -0.17
C16 0.258 -0.586 8.672  -0.08
C17 3.529 -7.020 -2.873  -0.15
C18 6.372 5.899 -0.352  -0.07
C19 2.855 -7.665 -0.326  -0.09
C20 -8.423 3.055 -4.622  -0.07
C21 -0.378 -1.892 -6.785  -0.15
C22 5.442 -12.767 1.069  -0.08
C23 -0.850 -2.185 -8.057  -0.07
C24 -1.723 -0.510 7.345  -0.08
C25 -9.390 3.785 -3.951  -0.08
C26 4.207 -11.067 -0.060  -0.07
C27 -2.832 7.857 1.914  -0.15
C28 -1.979 -1.634 3.738  -0.09
C29 5.644 4.565 -2.191  -0.07
C30 -0.235 -4.184 -2.032  -0.40
C31 1.836 2.172 0.754  -0.15
C32 6.601 5.386 -1.618  -0.08
C33 4.621 -11.652 1.125  -0.08
C34 0.290 4.404 4.105  -0.09
C35 1.882 9.596 5.951  -0.08
C36 -3.617 8.749 -0.146  -0.08
C37 1.917 -7.369 -1.303  -0.15
C38 -1.057 -0.972 8.468  -0.08
C39 -2.271 -0.147 -2.483  -0.17
C40 4.196 -7.631 -0.673  -0.10
C41 0.311 7.541 6.759  -0.15
C42 4.493 4.295 -1.466  -0.15
C43 0.292 -2.707 -1.974  -0.25
C44 0.255 4.912 2.816  -0.09
C45 0.848 3.157 4.296  -0.10
C46 -1.194 0.160 -8.358  -0.08
C47 -3.732 8.660 1.231  -0.08
C48 -1.045 -2.548 2.901  -0.28
C49 4.634 -11.628 -1.254  -0.15
C50 0.775 4.179 1.780  -0.06
C51 1.501 9.534 7.281  -0.09
C52 -3.698 -0.262 -1.886  -0.25
C53 1.311 2.918 1.963  -0.20
C54 2.919 0.444 -1.210  -0.03
C55 1.340 2.404 3.248  -0.04
C56 0.157 -1.987 -0.587  -0.24
C57 -0.528 -2.784 0.521  -0.75
C58 0.697 8.486 7.698  -0.08
C59 -7.606 2.211 -3.885  -0.15
C60 -1.038 0.320 6.470  -0.16
H1 -0.316 6.701 7.042  0.10
H2 0.814 -0.925 9.535  0.10
H3 -8.682 2.635 -0.862  0.10
H4 -4.133 -1.246 -2.117  0.10
H5 -1.517 0.704 5.577  0.10
H6 -0.890 -3.207 -8.407  0.10
H7 -1.555 -1.624 9.174  0.10
H8 -2.882 -1.356 3.186  0.08
H9 -4.300 9.367 -0.717  0.10
H10 1.742 1.417 3.469  0.11
H11 3.715 3.659 -1.875  0.09
H12 -0.626 1.334 -6.643  0.10
H13 3.802 0.283 -0.582  0.10
H14 -1.643 -1.317 -9.856  0.10
H15 -6.837 1.620 -4.369  0.09
H16 3.754 -6.754 -3.900  0.10
H17 5.787 -13.254 1.971  0.10
H18 5.581 -7.265 -2.281  0.10
H19 -0.261 -1.116 1.627  0.12
H20 0.792 0.485 -0.984  0.13
H21 -5.100 0.225 -3.253  0.05
H22 -2.343 0.498 -3.366  0.10
H23 -3.708 -0.178 -0.794  0.11
H24 5.784 4.143 -3.177  0.10
H25 -4.502 9.200 1.765  0.10
H26 2.510 10.397 5.585  0.10
H27 0.855 -7.386 -1.078  0.10
H28 -0.120 4.978 4.930  0.08
H29 -1.923 -3.999 -4.134  0.02
H30 4.331 -11.205 -2.206  0.10
H31 2.936 -0.237 -2.072  0.09
H32 6.458 -14.114 -0.270  0.10
H33 -0.109 -2.592 3.474  0.11
H34 4.309 -11.246 2.079  0.10
H35 -8.303 3.138 -5.693  0.10
H36 2.846 1.459 -1.608  0.06
H37 0.022 -2.046 -4.080  0.06
H38 4.967 5.938 1.281  0.11
H39 -2.169 -2.047 4.734  0.07
H40 2.381 -1.970 -0.548  0.12
H41 -2.491 8.078 -1.855  0.10
H42 1.317 2.509 -0.156  0.13
H43 7.094 6.544 0.130  0.10
H44 3.567 -10.197 -0.060  0.07
H45 1.364 -2.763 -2.194  0.13
H46 -1.563 0.319 -1.787  0.09
H47 -10.048 4.454 -4.491  0.10
H48 0.743 4.622 0.784  0.11
H49 4.960 -7.857 0.061  0.11
H50 -10.243 4.194 -2.017  0.10
H51 1.874 0.582 7.858  0.10
H52 7.513 5.623 -2.152  0.10
H53 1.825 10.292 7.983  0.10
H54 0.898 2.762 5.318  0.08
H55 0.594 -4.861 -1.796  0.08
H56 -2.327 -2.332 -2.417  0.07
H57 -2.750 -0.787 7.149  0.10
H58 -0.040 -2.674 -6.115  0.05
H59 -0.479 -1.111 -0.762  0.12
H60 0.376 8.401 8.728  0.10
H61 -1.544 -3.518 2.850  0.11
H62 0.196 -0.783 -2.887  0.11
H63 -2.882 7.759 2.994  0.11
H64 -0.972 6.680 -0.458  0.10
H65 1.589 -1.517 0.944  0.10
H66 -1.418 -0.701 3.899  0.05
H67 0.731 -5.409 -5.097  -0.04
H68 1.708 8.610 4.043  0.10
H69 -1.100 -6.092 -3.679  0.03
H70 -0.190 5.901 2.654  0.08
H71 -2.203 -1.636 -4.020  0.10
H72 2.541 -7.916 0.679  0.11
H73 -1.510 1.007 -8.951  0.10
H74 -5.322 0.936 -1.828  0.04
H75 2.922 2.336 0.690  0.12

Forces on the atoms, in the same order (eV/Å):
Cl -0.05 -0.34 -0.38
S -1.50 -1.89 -0.42
P 1.71 -0.15 -1.16
O 1.10 0.27 0.77
O -0.06 1.33 -0.42
O 1.19 -0.84 -0.66
O 0.29 0.02 -0.13
N 0.05 -0.03 0.21
N -0.15 0.13 -0.15
N -0.18 0.22 -0.17
N 0.12 -0.54 1.05
N -0.14 0.23 -0.20
N 0.43 -1.09 -0.68
N 0.14 0.00 -0.13
N 0.00 0.17 0.16
N -0.03 -0.18 0.24
N -0.04 0.07 0.16
N -0.49 -0.01 0.04
C -0.15 -0.03 0.11
C -0.83 0.28 1.06
C -0.05 -0.12 -0.13
C -0.04 -0.01 0.03
C 0.02 -0.01 -0.01
C 0.13 -0.13 0.10
C -0.02 0.01 0.03
C 0.05 -0.01 0.11
C 0.46 0.44 -0.29
C 0.02 -0.04 -0.15
C 0.12 -0.11 0.11
C 0.06 0.09 -0.13
C -0.02 -0.01 -0.06
C 0.37 -0.08 -0.73
C -0.28 0.03 0.75
C -0.02 0.01 -0.02
C -0.13 0.05 -0.12
C -0.02 -0.03 -0.04
C 0.05 0.06 -0.05
C 0.00 -0.01 0.01
C 0.11 -0.09 0.27
C -0.01 0.03 -0.02
C -0.05 0.16 -0.06
C 0.04 0.00 0.03
C -0.06 0.07 -0.07
C 0.03 -0.10 0.07
C 0.12 -0.11 0.10
C 0.96 0.46 -0.21
C 0.00 0.01 0.01
C -0.50 0.65 0.21
C -0.20 -0.32 0.56
C 0.08 0.02 -0.04
C -0.01 0.02 0.06
C -0.08 0.10 -0.20
C -0.03 -0.03 0.04
C -0.06 0.05 -0.05
C -0.18 0.02 -0.15
C -0.05 -0.06 0.05
C -0.65 -0.88 -0.27
C 0.08 0.05 0.08
C -0.03 -0.10 -0.14
C -0.12 -0.01 0.11
C -0.24 0.42 -0.64
C -0.39 0.97 0.68
C -0.06 -0.22 1.31
C 0.01 -0.06 0.01
C 0.02 -0.01 -0.03
C -1.39 1.27 1.26
C 0.06 -0.08 -0.14
C -0.09 0.42 -0.94
C 0.03 0.07 0.06
C -0.18 0.29 -0.90
C -0.05 -0.36 -0.49
C -0.71 -0.25 0.23
C 0.26 -0.44 0.11
C 0.51 -0.11 -0.80
C 0.15 1.63 1.22
C 0.02 0.01 -0.02
C 0.09 -0.11 0.17
C 0.06 0.17 -0.10
H 0.00 0.03 0.06
H 0.02 0.02 -0.01
H -0.05 0.04 0.00
H 0.49 -0.03 0.23
H -0.05 0.02 0.06
H 0.02 -0.01 0.04
H 0.01 0.01 -0.01
H -0.01 -0.36 0.22
H 0.01 -0.01 0.01
H -0.03 0.15 -0.22
H 0.04 0.00 -0.06
H -0.04 0.02 -0.06
H 0.01 0.19 -0.28
H 0.00 0.01 0.01
H 0.00 0.06 -0.05
H 0.06 0.00 0.02
H 0.01 -0.01 -0.02
H -0.01 0.00 -0.02
H -0.10 -0.01 0.13
H 0.13 -0.21 0.12
H -0.04 0.30 -0.04
H 0.12 0.10 0.32
H 0.06 0.24 -0.20
H -0.03 -0.01 0.01
H 0.01 -0.01 0.02
H -0.01 -0.01 -0.02
H 0.02 0.01 0.09
H 0.15 -0.09 -0.10
H 0.03 -0.17 0.61
H -0.03 0.06 0.04
H 0.13 0.12 0.18
H 0.00 0.00 0.07
H -0.01 -0.47 -0.41
H 0.00 -0.01 -0.01
H 0.02 -0.02 0.01
H 0.38 -0.09 0.20
H 0.07 -0.18 0.28
H 0.05 0.03 0.00
H -0.20 -0.05 -0.27
H -0.21 0.11 -0.11
H 0.02 -0.02 0.01
H 0.29 0.30 0.17
H -0.02 -0.01 0.02
H -0.03 -0.03 -0.05
H -0.23 -0.34 0.06
H -0.12 -0.15 -0.06
H 0.01 -0.01 0.01
H 0.06 -0.22 0.08
H 0.00 -0.01 -0.01
H 0.02 -0.01 0.02
H 0.00 -0.04 0.05
H -0.01 0.00 0.00
H 0.00 -0.01 -0.01
H -0.04 -0.04 -0.50
H -0.33 -0.02 0.10
H 0.25 0.12 0.02
H 0.01 0.02 -0.03
H 0.02 -0.25 -0.11
H -0.22 -0.41 0.26
H -0.01 -0.02 -0.01
H 0.47 -0.01 -0.45
H -0.02 -0.19 -0.22
H -0.04 0.04 0.00
H -0.02 0.03 -0.06
H 0.27 0.00 -0.25
H -0.27 -0.11 0.00
H 0.20 0.14 0.05
H 0.03 0.04 0.01
H -0.53 0.31 0.54
H 0.21 -0.47 -0.15
H -0.08 -0.06 0.28
H -0.04 0.03 -0.01
H 0.01 0.01 0.02
H -0.19 0.32 -0.39
H -0.23 0.08 -0.32